No. 1
{"formula": "C23H33BN9O4S2Ti", "method": "ωB97M-V/def2-TZVPD", "elements": ["Ti", "S", "S", "O", "O", "O", "O", "N", "N", "N", "N", "N", "N", "N", "N", "N", "C", "C", "C", "C", "C", "C", "C", "C", "C", "C", "C", "C", "C", "C", "C", "C", "C", "C", "C", "C", "C", "C", "C", "B", "H", "H", "H", "H", "H", "H", "H", "H", "H", "H", "H", "H", "H", "H", "H", "H", "H", "H", "H", "H", "H", "H", "H", "H", "H", "H", "H", "H", "H", "H", "H", "H", "H"], "xyz": [[-0.9573, 1.3984, 0.3227], [6.5669, -5.4568, 3.1987], [5.1264, -3.8231, 1.2028], [-0.3147, 0.7885, 2.2910], [-1.6753, 3.1610, 1.4110], [-2.7644, 0.8498, 1.5105], [0.6977, 2.5735, 0.7972], [-0.3076, 0.5702, -2.4592], [-3.1006, -1.6582, -3.5977], [-1.6681, -1.0221, -1.1748], [0.1681, 1.3077, -1.4176], [7.1700, -5.5085, 0.7161], [-2.2007, -0.6277, -3.6498], [-1.0304, -0.5891, -0.0395], [-2.6577, 1.1891, -1.9864], [-2.3400, 2.0400, -0.9666], [6.3490, -4.9705, 1.5744], [-1.7717, -2.3504, -1.1350], [-2.8707, 3.1301, 2.2412], [-2.5382, -0.0554, 2.6136], [1.4438, 1.6448, -1.7396], [-3.6780, 1.9421, 1.7777], [-2.9848, -0.8509, -5.7052], [-1.2511, 0.3293, 3.3120], [-0.7326, -1.6958, 0.6866], [0.8777, 1.3764, 2.8663], [1.7790, 1.1204, -2.9665], [-2.1440, -0.1163, -4.9252], [1.6475, 1.9487, 1.7032], [0.6430, 0.4370, -3.3846], [0.4453, 4.0102, 0.8978], [8.1328, -6.4946, 1.2482], [-3.9611, 2.9780, -2.1923], [-1.1861, -2.8190, 0.0408], [-3.6267, 1.7288, -2.7203], [-0.7491, 4.2033, 1.7944], [-3.1343, 3.1390, -1.1111], [-3.5537, -1.8004, -4.8232], [8.1144, -6.3417, 2.7734], [-1.7448, -0.0309, -2.3827], [-0.8146, -0.5199, 3.8400], [7.8379, -7.4915, 0.9234], [1.4566, 0.6075, 3.3800], [8.9555, -5.7690, 3.1546], [-2.2531, -2.8635, -1.9536], [-1.5279, 0.7325, -5.1780], [9.1169, -6.2665, 0.8440], [-4.2007, 2.1350, 0.8470], [0.5775, 2.1351, 3.5912], [-0.2080, -1.6141, 1.6230], [-3.4238, 4.0632, 2.1209], [-1.1074, -3.8435, 0.3613], [0.4616, -0.1301, -4.2837], [-2.5048, -1.0554, 2.1946], [-4.2713, -2.5743, -5.0460], [-1.2016, 5.1840, 1.6365], [-4.4125, 1.6443, 2.5241], [8.0750, -7.3046, 3.2771], [-3.3741, -0.0103, 3.3103], [-4.0183, 1.2077, -3.5813], [-4.6979, 3.6683, -2.5670], [2.3917, 2.6791, 2.0176], [2.0394, 2.2645, -1.0946], [-1.3897, 1.1472, 4.0209], [2.1369, 1.1679, 1.1209], [2.7082, 1.2313, -3.4984], [-0.5109, 4.0919, 2.8543], [-3.0584, 3.9729, -0.4357], [-3.1680, -0.7372, -6.7598], [1.3381, 4.5115, 1.2677], [0.2478, 4.3386, -0.1224], [-2.5530, 3.0437, 3.2822], [7.1349, -5.3013, -0.2737]], "atomic_forces_ev_per_a": [[-0.223, 0.280, 0.019], [-0.020, -0.034, -0.003], [0.240, -0.215, 0.006], [0.039, -0.112, -0.027], [-0.004, 0.034, -0.049], [0.015, 0.061, 0.038], [0.004, -0.035, 0.079], [0.006, 0.008, -0.017], [-0.016, 0.001, 0.022], [0.066, -0.024, -0.021], [-0.003, -0.025, 0.018], [0.023, 0.024, 0.005], [0.041, -0.041, 0.000], [-0.078, 0.006, 0.027], [0.023, 0.008, -0.034], [-0.005, -0.030, -0.003], [-0.015, 0.003, 0.014], [0.000, 0.022, -0.016], [0.001, -0.009, 0.004], [-0.016, -0.020, -0.006], [-0.013, 0.035, -0.025], [-0.015, -0.005, -0.023], [-0.001, 0.008, 0.002], [-0.009, 0.024, 0.011], [0.002, -0.003, -0.007], [-0.010, 0.014, 0.011], [0.005, 0.011, 0.007], [0.000, 0.002, -0.005], [0.009, 0.000, 0.005], [-0.005, 0.001, 0.002], [0.011, 0.008, -0.052], [0.010, -0.001, -0.005], [0.006, 0.009, 0.002], [0.002, -0.002, 0.005], [-0.024, -0.028, 0.023], [0.013, -0.002, 0.010], [-0.020, -0.008, 0.009], [0.000, 0.010, 0.006], [0.003, -0.009, 0.002], [-0.030, 0.022, -0.015], [-0.005, 0.004, 0.009], [-0.050, 0.010, 0.015], [0.000, 0.006, 0.008], [-0.021, 0.038, -0.012], [-0.004, -0.005, -0.005], [0.003, -0.003, -0.004], [0.007, -0.048, -0.009], [-0.012, -0.004, 0.006], [-0.008, 0.006, -0.010], [-0.004, -0.003, 0.002], [0.004, 0.000, -0.009], [0.003, -0.001, -0.001], [0.002, -0.002, 0.000], [0.007, 0.005, -0.012], [0.000, -0.001, 0.000], [0.001, 0.000, -0.001], [0.013, -0.002, 0.011], [0.043, 0.001, 0.006], [0.000, -0.012, 0.001], [0.002, 0.000, -0.003], [-0.003, -0.001, 0.002], [0.001, -0.004, 0.002], [0.006, -0.012, 0.006], [0.000, 0.009, -0.011], [-0.006, 0.002, -0.006], [0.001, 0.001, -0.001], [-0.003, -0.005, -0.001], [0.004, 0.004, -0.003], [0.001, 0.001, -0.001], [-0.002, 0.003, 0.000], [-0.002, -0.004, -0.001], [-0.004, 0.004, 0.001], [0.019, 0.024, 0.002]], "lowdin_spin": [0.0000, 0.0494, 0.8223, 0.0000, 0.0000, 0.0000, 0.0000, 0.0000, 0.0000, 0.0000, 0.0000, 0.0106, 0.0000, 0.0000, 0.0000, 0.0000, 0.0934, 0.0000, 0.0000, 0.0000, 0.0000, 0.0000, 0.0000, 0.0000, 0.0000, 0.0000, 0.0000, 0.0000, 0.0000, 0.0000, 0.0000, 0.0024, 0.0000, 0.0000, 0.0000, 0.0000, 0.0000, 0.0000, 0.0139, 0.0000, 0.0000, -0.0003, 0.0000, 0.0000, 0.0000, 0.0000, 0.0009, 0.0000, 0.0000, 0.0000, 0.0000, 0.0000, 0.0000, 0.0000, 0.0000, 0.0000, 0.0000, 0.0036, 0.0000, 0.0000, 0.0000, 0.0000, 0.0000, 0.0000, 0.0000, 0.0000, 0.0000, 0.0000, 0.0000, 0.0000, 0.0000, 0.0000, 0.0039], "multiplicity": 2, "s_squared": 0.753, "charge": 4, "orbital_gap_ev": 5.34, "total_energy_ha": -3359.41457, "e_above_lowest_kcal_mol": 0.0}



No. 2
{"formula": "C9H14", "method": "ωB97M-V/def2-TZVPD", "elements": ["C", "C", "C", "C", "C", "C", "C", "C", "C", "H", "H", "H", "H", "H", "H", "H", "H", "H", "H", "H", "H", "H", "H"], "xyz": [[-1.6760, 0.3321, 1.8683], [0.9327, -0.5575, 1.4784], [0.6128, 0.3992, 2.4555], [-0.6627, 0.8710, 2.6752], [-1.4311, -0.6467, 0.9445], [2.3618, -0.8948, 1.1979], [-0.3929, -0.1010, -3.2814], [-0.7208, 1.3035, -2.6987], [-0.1022, -1.0190, 0.7044], [2.6471, -1.8307, 1.7084], [-1.6817, 1.2756, -2.2019], [-0.6525, -0.0241, -4.3476], [-0.5319, 2.1781, -3.3024], [3.0439, -0.2178, 1.7154], [1.4428, 0.7125, 3.0913], [0.0668, 1.3973, -1.9271], [-2.6855, 0.6200, 2.1600], [0.6636, -0.3626, -3.1793], [0.1250, -1.6947, -0.1196], [-0.9104, -0.9917, -2.9501], [2.5827, -1.1583, 0.1638], [-0.8432, 1.5939, 3.4555], [-2.1883, -1.1844, 0.3893]], "atomic_forces_ev_per_a": [[-1.047, 0.553, 1.622], [-0.189, 1.252, -0.173], [1.038, -0.229, 0.573], [0.340, -0.830, -0.931], [0.967, -0.391, -0.473], [0.442, -1.486, 1.184], [0.014, 0.864, -1.807], [1.573, -1.681, 1.915], [-0.334, -0.581, -0.523], [-0.414, -0.085, 0.028], [-0.216, 0.487, -0.072], [0.404, -0.470, 0.022], [-0.442, -0.163, -0.762], [0.015, 0.453, -0.802], [-0.237, 0.254, -0.096], [-0.716, 0.351, 0.273], [-0.007, -0.071, -0.514], [-0.014, 0.304, -0.226], [-0.132, -0.055, 0.179], [-0.601, 0.292, 0.704], [0.044, 0.776, -0.106], [-0.208, 0.051, -0.044], [-0.282, 0.404, 0.027]], "lowdin_charge": [-0.1077, -0.2896, -0.0637, -0.0797, -0.0904, -0.0578, -0.1720, -0.1542, -0.0662, 0.0831, 0.0538, 0.0553, 0.0543, 0.0749, 0.1085, 0.0563, 0.1006, 0.0552, 0.1105, 0.0481, 0.0779, 0.1002, 0.1024], "smiles": "Cc1ccccc1.CC", "orbital_gap_ev": 10.00, "total_energy_ha": -351.30172, "e_above_lowest_kcal_mol": 17.9}



No. 3
{"formula": "C4H9N", "method": "ωB97M-V/def2-TZVPD", "elements": ["N", "C", "C", "C", "C", "H", "H", "H", "H", "H", "H", "H", "H", "H"], "xyz": [[-1.9038, 0.0474, 0.1441], [0.4721, 1.5205, -0.0022], [0.4774, 0.1304, -0.0489], [1.7706, -0.6870, 0.1465], [-0.7176, -0.7044, -0.2330], [1.8500, -1.3521, -0.6643], [-2.7847, -0.3915, -0.4726], [1.8054, -1.2393, 1.0899], [-0.6110, -1.0636, -1.3348], [-2.1155, -0.2270, 1.3109], [-0.5128, -1.7554, 0.2934], [1.4122, 1.9964, -0.2307], [2.6769, -0.0355, -0.0601], [-0.4084, 2.1788, -0.1154]], "atomic_forces_ev_per_a": [[-3.979, -3.017, 1.577], [-0.289, -2.482, -1.232], [1.527, 2.762, 1.169], [0.424, 2.486, -0.734], [0.969, -2.629, -0.319], [-0.124, -1.481, -0.954], [2.773, 1.424, 2.562], [0.052, 0.304, -0.118], [-0.939, 0.882, 1.422], [0.548, 1.018, -4.671], [-0.761, 2.011, -0.583], [0.387, 0.201, 0.745], [-0.959, -0.566, 0.972], [0.371, -0.914, 0.163]], "lowdin_charge": [-0.0754, 0.0373, -0.3876, -0.0814, -0.3809, 0.0432, 0.1299, 0.0786, 0.1449, 0.1733, 0.1345, 0.0369, 0.0931, 0.0535], "smiles": "C=C(C)CN", "orbital_gap_ev": 9.62, "total_energy_ha": -212.46899, "e_above_lowest_kcal_mol": 51.6}



No. 4
{"formula": "C2H6N5", "method": "ωB97M-V/def2-TZVPD", "elements": ["N", "N", "N", "N", "N", "C", "C", "H", "H", "H", "H", "H", "H"], "xyz": [[1.7814, 1.2168, 0.1587], [3.0634, 0.9117, 0.2995], [3.1847, -0.2679, -0.0446], [-0.3843, 1.1551, -0.4298], [2.7458, -1.1775, -0.5396], [0.8422, 0.3657, -0.0169], [0.4695, -1.0089, 0.4018], [1.1528, -1.7934, 0.0355], [-0.0919, 2.1448, -0.5250], [-0.5322, -1.2572, 0.0546], [-0.7588, 0.8208, -1.3304], [-1.1337, 1.0919, 0.2783], [0.5061, -1.0851, 1.4946]], "atomic_forces_ev_per_a": [[-1.523, 0.377, -0.489], [1.539, 2.229, 1.300], [-0.852, -2.351, -0.806], [-0.136, 0.248, 0.094], [2.315, -1.158, -0.774], [-0.973, 1.311, 0.259], [0.152, -0.695, 0.234], [-0.644, 0.184, 0.250], [-0.153, -0.419, 0.006], [-0.015, 0.023, 0.041], [0.102, 0.138, 0.285], [0.231, 0.054, -0.307], [-0.044, 0.058, -0.092]], "lowdin_charge": [0.0649, 0.0367, -0.0703, 0.2312, 0.2645, -0.3190, -0.0249, 0.0645, 0.1771, 0.0972, 0.1813, 0.1790, 0.1178], "charge": 1, "orbital_gap_ev": 9.54, "total_energy_ha": -353.17022, "e_above_lowest_kcal_mol": 109.9}